Record 1
A structure of composition C8H16N2O3S at a distorted geometry, computed with ωB97M-V with the def2-TZVPD basis set.

Cartesian coordinates (Å):
C -1.15003 -0.28096 -0.72832
C -0.22054 -0.18431 0.42605
C -1.26320 -1.63557 -1.43736
C 0.04117 -2.01400 -2.21583
C -2.57150 -1.79640 -2.04130
C 1.39231 1.12037 1.67270
C 0.69429 1.15664 3.13437
C 2.23129 2.35325 1.39675
H -1.99133 1.33900 -1.95663
H -0.38027 0.75804 -2.26608
H -2.15298 -0.39547 -0.18818
H -1.20755 -2.41576 -0.58941
H 0.59345 -1.46085 -3.12265
H -0.03668 -3.05943 -2.60817
H 0.77623 -2.11739 -1.39369
H -3.38331 -2.31005 -1.27458
H -3.22199 -0.68418 -2.56304
H -2.22591 -2.62180 -2.83866
H 0.02503 1.74438 0.14174
H 2.15868 0.27054 1.67593
H 2.55096 2.43020 0.34769
H 1.43591 3.18489 1.67972
H 4.29865 1.50714 1.96288
H 0.07041 -0.61755 2.75682
N -1.04566 0.88781 -1.63407
N 0.50424 0.91877 0.67512
O -0.31773 -1.14157 1.32134
O 0.70656 2.19441 3.72556
O -0.00381 0.07277 3.53260
S 3.69330 2.79710 2.40869

Output
- E_tot: -1047.7347 hartree
- Multiplicity: 1
- ΔE to the lowest compared entry with this formula, charge and spin: 103.0 kcal per mole
- Frontier orbital gap: 9.42 eV

***

Record 2
The molecule C16H18N2O6S at a distorted geometry, computed with ωB97M-V with the def2-TZVPD basis set.

Cartesian coordinates (Å):
C 4.60579 0.13594 -1.99298
N 4.34048 1.01378 -0.88223
C 3.43208 2.10071 -1.14151
S 4.12782 0.25326 0.58876
O 5.16184 -0.72576 0.72158
O 3.99416 1.27484 1.58237
C 2.54658 -0.58616 0.41701
C 2.50143 -1.84745 -0.14774
C 1.27338 -2.44504 -0.36676
C 0.10164 -1.77816 -0.01275
C -1.19882 -2.44230 -0.29869
O -1.34707 -3.32634 -1.10067
O -2.18852 -1.92634 0.44707
C -3.52326 -2.34293 0.17309
C -4.42684 -1.10842 0.05181
O -5.39606 -1.07701 -0.66881
N -4.03629 -0.10342 0.85840
C -4.56287 1.24182 0.76182
C -3.54576 2.15512 0.15379
C -3.59653 3.01087 -0.90432
C -2.30378 3.58291 -1.01520
C -1.56238 3.02689 -0.02269
O -2.30262 2.16060 0.69331
C 0.16262 -0.50944 0.56042
C 1.39251 0.08804 0.76959
H 3.68807 -0.30577 -2.40300
H 5.26308 -0.65103 -1.63270
H 5.11262 0.69456 -2.78014
H 3.30785 2.64611 -0.20959
H 3.86735 2.76326 -1.88987
H 2.45472 1.75088 -1.50049
H 3.42610 -2.34625 -0.39046
H 1.19888 -3.42598 -0.81079
H -3.87553 -2.97407 0.99594
H -3.55652 -2.91861 -0.75667
H -3.17613 -0.21467 1.37445
H -5.45323 1.20607 0.13174
H -4.83825 1.58930 1.76464
H -4.44528 3.21017 -1.52471
H -1.97953 4.30386 -1.73663
H -0.53971 3.15580 0.27123
H -0.74459 0.01089 0.82336
H 1.47908 1.06352 1.22119

Output
- E_tot: -1579.6334 hartree
- Multiplicity: 1
- ΔE to the lowest compared entry with this formula, charge and spin: 29.8 kcal per mole
- SMILES string: CN(C)S(=O)(=O)c1ccc(C(=O)OCC(=O)NCc2ccco2)cc1
- Frontier orbital gap: 8.84 eV

***

Record 3
The molecule C10H15NO2 at a distorted geometry, computed with ωB97M-V with the def2-TZVPD basis set.

Cartesian coordinates (Å):
O -0.28925 0.68071 2.30829
C -0.69119 0.12375 1.29253
C -2.05388 -0.45530 1.16481
C -2.80954 -0.15643 -0.14790
C -1.83216 0.28793 -1.28545
C -0.48880 -0.37966 -1.22632
C 0.25056 -0.19915 0.12168
C 1.27004 -1.39456 0.35587
C 2.69226 -0.97348 0.28098
C 2.69097 0.42941 -0.22026
C 1.33522 0.94728 0.02100
N 1.16419 2.19757 -0.03490
O -0.12767 2.64544 0.21203
H -2.66314 -0.18129 2.04464
H -1.92771 -1.59408 1.26758
H -3.66447 0.58738 0.05093
H -3.30412 -1.09788 -0.40079
H -1.71447 1.42152 -1.14600
H -2.37557 0.20496 -2.25235
H -0.65104 -1.48898 -1.49845
H 0.29769 0.01175 -1.87328
H 1.16191 -2.21284 -0.35605
H 0.99069 -1.78661 1.29772
H 3.25684 -1.70639 -0.32484
H 3.19596 -0.99720 1.24270
H 2.84489 0.54912 -1.26071
H 3.47504 0.87439 0.36354
H -0.03325 3.66265 0.00300

Output
- E_tot: -595.1838 hartree
- Multiplicity: 1
- ΔE to the lowest compared entry with this formula, charge and spin: 76.5 kcal per mole
- SMILES string: O=C1CCCC[C@]12CCC/C2=N/O
- Frontier orbital gap: 10.05 eV

***

Record 4
A structure of composition C35H36Cl2NO10PS2Ti, computed with ωB97M-V with the def2-TZVPD basis set.

Cartesian coordinates (Å):
Ti -1.01570 0.93521 -0.74515
C 3.86858 1.40902 -2.60663
C 4.15872 0.51303 -1.40070
C 3.93920 -0.95542 -1.74148
C 3.33455 0.98567 -0.17651
C 4.19752 1.46321 1.01114
O 3.55270 0.89865 2.17436
C 2.64152 0.02491 1.68325
N 2.47677 -0.03842 0.43174
C 1.96479 -0.82329 2.67353
C 2.53413 -0.91539 3.93804
C 2.00116 -1.76082 4.89753
C 0.88266 -2.52147 4.58349
C 0.30160 -2.40737 3.32743
C 0.82115 -1.55484 2.35576
P -0.07113 -1.37745 0.75993
C -1.66573 -2.17007 1.19399
C -2.52774 -1.43632 2.01172
C -3.75421 -1.95685 2.38948
C -4.14607 -3.21334 1.94146
C -3.29810 -3.94707 1.12634
C -2.05831 -3.43237 0.76118
C 0.69762 -2.60510 -0.34067
C 1.79871 -3.36774 0.02514
C 2.33672 -4.29219 -0.86038
C 1.77672 -4.46318 -2.11623
C 0.66839 -3.71152 -2.48734
C 0.13247 -2.78865 -1.60374
H 4.42554 1.08614 -3.48850
H 4.13131 2.44894 -2.40229
H 2.80025 1.39042 -2.84025
H 5.21746 0.64358 -1.14813
H 2.89681 -1.13563 -2.01539
H 4.16149 -1.60454 -0.89503
H 4.58058 -1.24747 -2.57629
H 2.67820 1.79266 -0.50283
H 4.22394 2.54466 1.12713
H 5.21890 1.07770 0.96546
H 3.40866 -0.31935 4.15603
H 2.45819 -1.82704 5.87586
H 0.45176 -3.19520 5.31241
H -0.58144 -2.99141 3.11327
H -2.23399 -0.44836 2.34784
H -4.41145 -1.37714 3.02529
H -5.10847 -3.61703 2.22868
H -3.59413 -4.92815 0.77722
H -1.39944 -4.02233 0.13718
H 2.24433 -3.23802 1.00346
H 3.20004 -4.87582 -0.56679
H 2.19875 -5.18236 -2.80645
H 0.22278 -3.84157 -3.46534
H -0.74182 -2.21265 -1.89129
O 0.52349 2.33081 2.57803
S -0.24555 2.43483 1.38335
O -1.42135 1.51817 1.29676
O 0.46719 2.13420 0.11235
C -0.81621 4.11562 1.25919
C -0.72058 4.85428 2.43020
C -1.13133 6.17863 2.46151
C -1.63629 6.76755 1.31657
C -1.73539 6.03170 0.14386
C -1.32795 4.70864 0.09865
S -1.52853 3.89586 -1.48824
O -2.07089 2.53983 -1.04605
O -2.55252 4.62246 -2.17031
O -0.24140 3.74823 -2.10215
H -0.31206 4.38385 3.31290
H -1.05331 6.74023 3.38251
H -1.96009 7.79971 1.32723
H -2.14802 6.47315 -0.75237
Cl 1.06687 1.32885 -5.25635
C 0.65485 -0.04948 -4.23925
Cl -0.40291 -1.20283 -5.07171
C -0.05868 0.45050 -2.99605
O -1.15896 1.00737 -3.03517
O 0.50074 0.24501 -1.85936
H 1.56619 -0.57458 -3.96786
C -3.81066 -0.92390 -2.57280
C -3.65911 -0.64854 -1.08889
C -4.60796 0.41518 -0.57723
O -2.31325 -0.20954 -0.86142
H -4.80809 -1.31757 -2.77390
H -3.07662 -1.65879 -2.90659
H -3.66706 -0.00614 -3.14311
H -3.77271 -1.57362 -0.51804
H -4.40726 0.63567 0.47221
H -5.63660 0.06289 -0.66898
H -4.49489 1.33094 -1.15744

Output
- E_tot: -5070.2800 hartree
- Multiplicity: 1
- ΔE to the lowest compared entry with this formula, charge and spin: 15.7 kcal per mole
- Frontier orbital gap: 8.21 eV

***

Record 5
A cluster of 3 separate species, INO6S in total at a distorted geometry, computed with ωB97M-V with the def2-TZVPD basis set.

Cartesian coordinates (Å):
N -0.59675 -1.22070 -0.15336
O 0.14850 -1.02402 -1.07570
O -1.03923 1.49203 -1.20329
O 1.11798 1.31720 0.11190
O -0.93147 2.13921 1.17932
O -1.05360 -0.24202 0.58353
O -0.44520 -3.10996 0.66084
S -0.35441 1.38484 0.07364
I -10.63928 0.11448 -0.07328

Output
- E_tot: -1201.9293 hartree
- Multiplicity: 1
- ΔE to the lowest compared entry with this formula, charge and spin: 104.6 kcal per mole
- Frontier orbital gap (spin up / spin down): 4.86 / 4.89 eV
- Charge: -2

***

Record 6
A structure of composition C24H33N2O5P2SW at a distorted geometry, computed with ωB97M-V with the def2-TZVPD basis set.

Cartesian coordinates (Å):
C -2.94158 1.33634 -3.44276
C -1.99977 1.45232 -2.39044
N -1.99709 0.49229 -1.40041
C -2.62990 -0.67891 -1.60875
C -3.44527 -0.87989 -2.71416
C -3.62693 0.15882 -3.64068
C -1.04640 2.47965 -2.14103
P 0.37995 2.20244 -1.13272
W -0.90497 1.00014 0.36059
P -1.74053 -1.08297 0.95270
C -2.22209 -1.78096 -0.65583
C 0.46637 1.17772 2.00226
C 1.83570 0.97706 1.77416
C 2.73329 1.19860 2.81154
C 2.26191 1.54673 4.08071
C 0.88653 1.66327 4.31121
C -0.03359 1.49592 3.27570
O -2.73211 5.03638 -1.23044
O -1.67607 4.19376 1.49307
H -3.06583 2.22659 -4.07160
H -3.85785 -1.88296 -2.89283
H -4.25851 0.01883 -4.51338
C 1.51777 1.65068 -2.40193
C 1.02724 3.78444 -0.53363
H -3.01926 -2.54644 -0.53178
H -1.31212 -2.26726 -1.10428
H -2.25313 4.30645 -1.45351
H -1.03054 3.27683 -2.95092
C -0.81951 -2.39873 1.80942
C -3.31667 -1.04395 1.87820
H 2.16708 0.62112 0.79393
H 3.80188 1.08444 2.63240
H 2.96650 1.69547 4.90235
H 0.52353 1.87776 5.32606
H -1.12283 1.55084 3.39592
H -1.53277 2.30027 1.11109
H -1.29615 4.79939 2.20831
H -1.94837 4.81254 0.86283
H -3.71147 4.85735 -1.00307
H -2.29433 1.81927 1.10943
H 1.59579 2.44637 -3.16567
H 2.49708 1.40194 -1.97711
H 1.11838 0.74551 -2.88277
H 1.22566 4.44464 -1.39418
H 0.33307 4.27458 0.16017
H 1.96901 3.60502 0.01082
H -3.79056 -2.03960 1.91840
H -3.12140 -0.68577 2.89992
H -3.99175 -0.32888 1.39119
H -1.48633 -3.22487 2.13064
H -0.04305 -2.81953 1.14916
H -0.32728 -1.96931 2.69890
O 1.10382 -4.67801 -3.06012
S 0.89636 -4.28032 -1.68069
O -0.02031 -4.98416 -0.80448
N 0.61040 -2.59511 -1.56318
C 1.62650 -1.92576 -0.98543
O 1.63288 -0.67766 -0.79459
C 2.71863 -2.82946 -0.50844
C 3.83508 -2.46534 0.26378
C 4.69940 -3.48161 0.64155
C 4.48055 -4.79943 0.22783
C 3.36522 -5.14825 -0.52465
C 2.48852 -4.13780 -0.88501
H 3.95120 -1.41522 0.55670
H 5.56573 -3.23408 1.24767
H 5.18732 -5.57192 0.51125
H 3.14798 -6.15760 -0.85937

Output
- E_tot: -2567.6124 hartree
- Multiplicity: 3
- Frontier orbital gap (spin up / spin down): 6.03 / 5.37 eV
- Charge: +1
- ⟨S²⟩: 2.18